No. 1
ORCA calculation (wB97M-V/def2-TZVPD) on a structure of composition C29H16BrF5MnN3O3Se.

Geometry as XYZ:
```
59
Properties=species:S:1:pos:R:3
Mn -0.5144 1.3226 0.7282
C -0.2632 0.4233 4.8683
C 0.2463 0.6657 3.4807
O -0.6218 0.7483 2.5809
C 1.6499 0.7913 3.2086
C 2.5937 0.6572 4.2531
C 3.9351 0.7598 4.0153
C 4.3768 1.0097 2.7067
C 3.4887 1.1528 1.6702
C 2.1059 1.0431 1.8897
O 1.3040 1.1889 0.8598
H -1.3478 0.3785 4.8408
H 0.0424 1.2382 5.5257
H 0.1334 -0.5065 5.2778
H 2.2396 0.4688 5.2579
H 4.6464 0.6564 4.8225
H 5.4384 1.0926 2.5094
H 3.8249 1.3641 0.6638
Br 3.9372 -6.5464 -0.6706
C 2.6206 -5.6987 -1.7048
C 2.7347 -4.3355 -1.9658
C 1.7699 -3.7088 -2.7253
C 0.6932 -4.4506 -3.2332
C 0.6016 -5.8213 -2.9818
C 1.5565 -6.4420 -2.2029
N -0.2606 -3.8899 -4.0760
N -0.4841 -2.6956 -4.2514
C -0.5769 -1.6513 -3.4325
C -0.4459 -0.3658 -4.0426
C -0.3978 0.7903 -3.3328
C -0.5339 0.7423 -1.9197
O -0.5108 1.7393 -1.1665
C -0.7631 -0.5633 -1.2878
N -0.9359 -0.4860 0.0482
C -1.2287 -1.5853 0.7202
C -1.3908 -2.8115 0.0730
C -1.1977 -2.9005 -1.2852
C -0.8333 -1.7490 -2.0026
H 3.5764 -3.7773 -1.5801
H 1.8506 -2.6525 -2.9492
H -0.2312 -6.3770 -3.3933
H 1.4905 -7.5001 -1.9927
H -0.3219 -0.3465 -5.1182
H -0.2575 1.7449 -3.8197
H -1.3603 -1.4816 1.7884
H -1.6645 -3.6836 0.6500
H -1.3587 -3.8432 -1.7890
F -4.6290 7.6342 -1.0456
C -3.9735 6.6018 -0.5314
C -4.3280 5.3134 -0.8862
F -5.3254 5.1105 -1.7439
C -3.6402 4.2458 -0.3436
F -3.9972 3.0057 -0.6978
C -2.6049 4.4330 0.5557
Se -1.8023 2.9817 1.4913
C -2.2616 5.7339 0.8905
F -1.2669 5.9585 1.7496
C -2.9337 6.8164 0.3561
F -2.5931 8.0571 0.6899
```

As for the net charge: +1. The multiplicity is 4. The expectation value of S² is 3.88. Its LUMO energy (spin up / spin down) is -0.174 / -0.198 hartree.



No. 2
ORCA calculation (wB97M-V/def2-TZVPD) on a structure of composition C29H18Br2N2O2PSr.

Geometry as XYZ:
```
55
Properties=species:S:1:pos:R:3
Sr 1.4202 -1.9346 0.1863
O 2.9091 -0.7883 -1.1367
C 1.9667 -0.0660 -1.4811
C 1.9383 1.4199 -1.6217
C 2.8467 2.4379 -1.8542
C 2.3631 3.7441 -1.8477
C 1.0175 3.9990 -1.5737
C 0.1174 2.9637 -1.3200
C 0.5841 1.6605 -1.3808
P -0.1708 -0.0534 -1.1215
C -1.9739 0.6081 -0.8530
C -2.8431 1.1018 -1.8342
C -4.1049 1.5962 -1.5084
C -4.5222 1.6188 -0.1794
C -3.6737 1.1405 0.8105
C -2.4191 0.6384 0.4669
C -0.5195 -0.7551 -2.7970
C -0.0269 -0.2165 -3.9861
C -0.2657 -0.8401 -5.2068
C -0.9916 -2.0233 -5.2580
C -1.4888 -2.5725 -4.0830
C -1.2595 -1.9356 -2.8689
H 3.8957 2.2271 -2.0276
H 3.0338 4.5722 -2.0445
H 0.6669 5.0257 -1.5592
H -0.9217 3.1752 -1.0948
H -2.5326 1.0971 -2.8764
H -4.7641 1.9645 -2.2876
H -5.5009 2.0052 0.0801
H -3.9870 1.1585 1.8489
H -1.7596 0.2659 1.2485
H 0.5514 0.7009 -3.9595
H 0.1242 -0.4044 -6.1191
H -1.1653 -2.5175 -6.2071
H -2.0495 -3.4994 -4.1080
H -1.6672 -2.3597 -1.9584
Br 1.5091 2.9390 2.3310
C 1.4126 1.3411 3.3315
C 1.3283 1.4082 4.7322
C 1.2398 0.2761 5.4842
Br 1.1291 0.4429 7.3756
C 1.2373 -0.9995 4.8628
C 1.1374 -2.2358 5.5419
C 1.1549 -3.4086 4.8474
C 1.2839 -3.3710 3.4453
N 1.3730 -2.2468 2.7794
C 1.3376 -1.0537 3.4552
C 1.4182 0.1433 2.6256
O 1.4839 0.0382 1.3522
H 1.3311 2.3761 5.2143
H 1.0461 -2.2362 6.6205
H 1.0760 -4.3617 5.3556
H 1.3239 -4.2820 2.8566
N 1.7148 -5.5172 -0.5251
C 1.6354 -4.4066 -0.1730
```

As for the net charge: -1. Its LUMO energy is 0.085 hartree.



No. 3
ORCA calculation (wB97M-V/def2-TZVPD) on a structure of composition C29H19Cl5NORuSSi.

Geometry as XYZ:
```
58
Properties=species:S:1:pos:R:3
Ru 0.6755 0.2126 0.7954
S 0.1503 -0.2191 2.8213
C -0.9785 -1.3939 2.0681
C -1.8135 -2.3480 2.5864
C -2.5352 -3.1093 1.6630
C -2.3785 -2.8980 0.3051
C -1.4928 -1.9165 -0.1319
N -0.8297 -1.1878 0.7516
H -1.9047 -2.5024 3.6520
H -3.2171 -3.8706 2.0180
H -2.9310 -3.4812 -0.4169
H -1.3133 -1.7068 -1.1775
Cl 0.3760 0.7256 -1.8159
C -0.5613 1.9733 -1.0360
C -0.4952 1.8686 0.3346
C -1.1540 2.8409 1.0791
Cl -1.1112 2.8396 2.8027
C -1.8681 3.8519 0.4245
Cl -2.6959 5.0422 1.3388
C -1.9126 3.9128 -0.9728
Cl -2.7832 5.1558 -1.7630
C -1.2377 2.9564 -1.7298
Cl -1.2329 2.9771 -3.4386
O 1.9000 -0.9480 -0.0603
Si 3.3984 -0.8369 0.6825
C 3.0829 0.8035 1.5576
C 3.2668 1.0281 2.9260
C 2.9018 2.2353 3.4927
C 2.3262 3.2485 2.7202
C 2.1463 3.0579 1.3702
C 2.5117 1.8376 0.7700
C 3.5025 -2.2521 1.8846
C 4.6932 -2.4890 2.5781
C 4.7808 -3.5063 3.5189
C 3.6786 -4.3116 3.7701
C 2.4938 -4.1030 3.0779
C 2.4073 -3.0795 2.1440
C 4.8501 -0.7615 -0.4518
C 5.3441 -1.9303 -1.0417
C 6.4276 -1.8816 -1.9049
C 7.0381 -0.6654 -2.1829
C 6.5676 0.5023 -1.5998
C 5.4787 0.4538 -0.7402
H 3.6857 0.2479 3.5512
H 3.0626 2.3987 4.5513
H 2.0381 4.1827 3.1832
H 1.7316 3.8498 0.7576
H 2.5695 1.7745 -0.3122
H 5.5696 -1.8812 2.3745
H 5.7098 -3.6775 4.0474
H 3.7465 -5.1105 4.4973
H 1.6413 -4.7465 3.2598
H 1.4870 -2.9383 1.5871
H 4.8839 -2.8871 -0.8183
H 6.8014 -2.7913 -2.3572
H 7.8875 -0.6294 -2.8527
H 7.0508 1.4476 -1.8112
H 5.1244 1.3722 -0.2843
```

As for the net charge: +1. Its LUMO energy (spin up / spin down) is -0.189 / -0.189 hartree.



No. 4
ORCA calculation (wB97M-V/def2-TZVPD) on a structure of composition C29H19ClN8O6PdS.

Geometry as XYZ:
```
65
Properties=species:S:1:pos:R:3
Pd -1.1608 0.8079 0.7185
O 0.3716 4.3103 1.4439
C -0.0177 3.4928 2.2903
O 0.6405 2.5165 2.6733
C -1.4300 3.5519 2.7291
C -1.8612 4.5798 3.5660
C -3.1929 4.6028 3.9375
C -4.0338 3.6169 3.4721
C -3.5316 2.6292 2.6281
N -2.2589 2.5833 2.2453
H -1.1568 5.3249 3.9115
H -3.5592 5.3869 4.5864
H -5.0784 3.5988 3.7505
H -4.1671 1.8440 2.2376
S -3.1110 -6.5428 1.0606
N -2.5459 -5.5173 2.1663
C -2.4410 -4.3298 1.6072
C -1.9809 -3.1182 2.2441
C -1.5584 -3.0426 3.5724
C -1.1229 -1.8342 4.0772
C -1.1372 -0.7168 3.2556
N -1.5439 -0.7911 1.9888
C -1.9467 -1.9593 1.4602
C -2.3452 -1.9644 0.0388
N -2.2735 -0.8069 -0.6534
C -2.6187 -0.7712 -1.9296
C -3.0826 -1.9007 -2.6014
C -3.1694 -3.0931 -1.9260
C -2.7956 -3.1423 -0.5761
C -2.8433 -4.3337 0.2292
N -3.2363 -5.5323 -0.1689
H -1.5797 -3.9344 4.1850
H -0.7852 -1.7425 5.0993
H -0.8310 0.2589 3.6124
H -2.5034 0.1716 -2.4450
H -3.3617 -1.8190 -3.6418
H -3.5097 -3.9996 -2.4085
O -0.5062 1.2950 -2.6792
Cl 0.4632 2.2053 -0.6191
O 0.8315 1.4025 0.3708
O 2.3703 3.2208 -1.9967
O -0.8185 2.4720 -0.3655
C 1.8300 2.5800 -1.0959
C 0.2330 1.2518 -1.7185
N 0.7887 -0.0811 -1.7491
C 2.0792 -0.2457 -1.5629
C 3.2287 0.6893 -0.9892
C 3.0696 2.0527 -0.5322
C 4.4272 -0.0114 -0.6395
C 5.0575 -0.9153 -1.4390
C 4.8011 -1.1377 -2.8575
C 4.3676 -0.1219 -3.7181
C 4.3030 -0.4538 -5.0692
N 4.6238 -1.6541 -5.5060
C 5.0408 -2.5767 -4.6368
N 5.1313 -2.3310 -3.3429
H 0.6655 3.1822 0.0537
H 0.2942 3.0053 -1.4352
H 2.3855 -1.2691 -1.7487
H 3.8766 2.7231 -0.2664
H 4.8586 0.2186 0.3294
H 5.8923 -1.4810 -1.0397
H 4.1420 0.8751 -3.3666
H 4.0008 0.2744 -5.8130
H 5.3225 -3.5538 -5.0035
```

As for the net charge: +2. The multiplicity is 5. The expectation value of S² is 6.05. Its LUMO energy (spin up / spin down) is -0.261 / -0.345 hartree.



No. 5
ORCA calculation (wB97M-V/def2-TZVPD) on a structure of composition C29H20AsClIrN4O14S2.

Geometry as XYZ:
```
72
Properties=species:S:1:pos:R:3
Ir -0.0564 0.2750 -0.6380
C 3.6397 3.8181 1.9561
C 3.6806 2.8803 0.9380
C 2.5305 2.2077 0.5453
C 1.3342 2.4790 1.1869
C 1.2797 3.4235 2.2117
C 2.4322 4.0890 2.5898
N 0.1472 1.7642 0.7821
N -0.8549 2.0061 1.5050
C -1.9970 1.3234 1.1250
C -3.2068 1.5840 1.7771
C -4.3441 0.9547 1.3244
C -4.2615 0.0994 0.2142
C -3.0601 -0.1603 -0.4144
C -1.8777 0.4203 0.0628
H 4.5414 4.3381 2.2577
H 4.6140 2.6554 0.4375
H 2.5587 1.4776 -0.2516
H 0.3368 3.6269 2.6954
H 2.3867 4.8263 3.3827
H -3.2246 2.2786 2.6082
H -5.2992 1.1334 1.8026
H -5.1663 -0.3690 -0.1581
H -3.0208 -0.8176 -1.2740
O 4.3611 -0.8093 -1.8835
As 2.6630 -0.9859 -2.2667
O 2.4866 -1.5209 -3.7788
O 1.9205 0.3673 -1.6350
C 1.3682 1.5994 -4.1500
C 2.2392 1.4955 -5.2014
C 2.1225 2.4584 -6.2012
C 1.1475 3.4504 -6.1148
C 0.2766 3.4960 -5.0360
C 0.3968 2.5476 -4.0196
S -0.6979 2.6042 -2.6195
O -1.9623 3.0802 -3.1204
O -0.0573 3.3756 -1.5870
O -0.7811 1.1272 -2.2711
H 4.4186 -0.8838 -0.9094
H 2.9595 0.6887 -5.2562
H 2.7843 2.4248 -7.0596
H 1.0552 4.1844 -6.9061
H -0.5077 4.2397 -4.9716
O -1.0515 -5.7783 -1.7751
C -1.2525 -5.7944 -0.4764
O -1.4910 -6.8226 0.1244
C -1.1899 -4.4859 0.2378
C -1.3700 -4.3456 1.5977
Cl -1.6083 -5.5032 2.8264
N -1.3053 -3.0269 1.8944
N -1.0632 -2.3014 0.8020
C -0.9907 -3.1385 -0.2041
C -0.7422 -2.6058 -1.5906
O -0.8694 -3.4171 -2.5228
O -0.4521 -1.3885 -1.8112
C -1.3831 -2.3414 3.1403
C -2.4771 -2.5204 3.9721
C -2.5594 -1.7847 5.1445
C -1.5672 -0.8670 5.4630
C -0.4873 -0.6866 4.6095
C -0.3840 -1.4297 3.4435
H -0.8937 -4.8212 -2.1146
H -3.2570 -3.2150 3.6915
H -3.4126 -1.9139 5.7988
H -1.6437 -0.2818 6.3713
H 0.2788 0.0425 4.8412
H 0.4329 -1.2924 2.7459
O 2.2121 -2.2644 -1.0490
S 2.2994 -1.9087 0.5025
O 3.6639 -1.4646 0.7407
O 1.3566 -0.7878 0.7336
O 1.9020 -3.1085 1.1844
```

As for the net charge: -2. The multiplicity is 2. The expectation value of S² is 0.76. Its LUMO energy (spin up / spin down) is 0.141 / 0.141 hartree.



No. 6
ORCA calculation (wB97M-V/def2-TZVPD) on a structure of composition C29H20FN8O4OsSSe.

Geometry as XYZ:
```
65
Properties=species:S:1:pos:R:3
Os 0.5568 -1.1923 0.0622
Se 8.2156 -1.5213 0.1650
N 6.9969 -1.3609 1.4423
C 5.8297 -1.3720 0.8548
C 4.5646 -1.2443 1.5778
C 4.4771 -1.0885 2.9637
C 3.2377 -0.9470 3.5410
C 2.1010 -0.9468 2.7419
N 2.1732 -1.1025 1.4193
C 3.3936 -1.2636 0.8429
C 3.4090 -1.4506 -0.6015
N 2.2001 -1.5118 -1.2023
C 2.1141 -1.6473 -2.5244
C 3.2560 -1.7321 -3.3102
C 4.4958 -1.6828 -2.7104
C 4.5841 -1.5468 -1.3216
C 5.8419 -1.5060 -0.5786
N 7.0179 -1.6015 -1.1400
H 5.3847 -1.0831 3.5531
H 3.1242 -0.8195 4.6078
H 1.1226 -0.7898 3.1717
H 1.1152 -1.6904 -2.9330
H 3.1534 -1.8369 -4.3803
H 5.4080 -1.7490 -3.2895
N -5.5467 3.7103 0.4615
C -4.4300 3.0333 0.8442
C -4.4891 2.0986 1.8921
C -3.3680 1.4021 2.2736
C -2.1655 1.6351 1.6059
C -2.0866 2.5554 0.5601
C -3.2072 3.2571 0.1919
S -0.7510 0.7722 2.0365
O -0.6286 0.6663 3.4617
O 0.3755 1.2532 1.2585
N -0.7950 -0.8171 1.4506
C -1.4561 -1.8862 2.0732
N -0.8722 -3.0547 1.8109
C -1.4681 -4.1266 2.3242
C -2.6050 -4.0252 3.1074
C -3.0899 -2.7485 3.3340
N -2.5220 -1.6611 2.8133
H -6.4125 3.5934 0.9538
H -5.5016 4.4144 -0.2514
H -5.4299 1.9297 2.4010
H -3.4075 0.6794 3.0782
H -1.1440 2.7155 0.0543
H -3.1556 3.9747 -0.6179
H -1.0123 -5.0851 2.1068
H -3.0818 -4.8967 3.5293
H -3.9674 -2.5812 3.9471
O -2.0174 -0.0245 -1.1273
C -1.0963 0.4756 -1.7395
O 0.1821 0.2263 -1.4894
C -1.3382 1.4540 -2.8442
C -2.6523 1.7063 -3.2206
C -2.9194 2.6064 -4.2402
C -1.8753 3.2609 -4.8827
C -0.5615 3.0169 -4.5029
C -0.2929 2.1132 -3.4854
H -3.4507 1.1872 -2.7073
H -3.9424 2.7974 -4.5385
H -2.0861 3.9594 -5.6822
H 0.2508 3.5327 -4.9986
H 0.7245 1.9193 -3.1721
F -0.4801 -2.3528 -1.0214
```

As for the net charge: +1. The multiplicity is 5. The expectation value of S² is 6.02. Its LUMO energy (spin up / spin down) is -0.145 / -0.188 hartree.



No. 7
ORCA calculation (wB97M-V/def2-TZVPD) on a cluster of 2 separate species, C29H21Cl2NO2S in total.

Geometry as XYZ:
```
56
Properties=species:S:1:pos:R:3
Cl 5.3592 -3.3688 1.6800
C 4.4320 -2.1310 0.9374
C 4.2763 -0.8905 1.5795
C 3.5123 0.1031 0.9830
C 2.8823 -0.1015 -0.2778
C 2.0725 0.9190 -0.8712
C 1.4817 0.8269 -2.1280
C 0.7279 1.8463 -2.7022
C 0.0991 1.7741 -3.9867
C -0.6285 2.8810 -4.5107
C -1.2440 2.8207 -5.7532
C -1.1525 1.6465 -6.5220
Cl -1.9123 1.5640 -8.0510
C -0.4378 0.5396 -6.0387
C 0.1776 0.6033 -4.7921
C 3.0991 -1.3519 -0.9207
C 3.8424 -2.3591 -0.3138
H 4.7480 -0.7313 2.5476
H 3.3905 1.0692 1.4778
H 1.9374 1.8434 -0.3061
H 1.6235 -0.0927 -2.7001
H 0.6152 2.7771 -2.1411
H -0.6953 3.7925 -3.9137
H -1.7990 3.6704 -6.1451
H -0.3722 -0.3604 -6.6429
H 0.7248 -0.2653 -4.4340
H 2.6802 -1.5342 -1.9075
H 3.9719 -3.3230 -0.7980
C 1.1517 -4.3677 3.8779
C -0.1251 -4.1749 4.4165
C -0.7588 -2.9344 4.3021
C -0.1119 -1.9055 3.6151
S -0.8613 -0.2724 3.4598
C -1.7039 -0.3525 1.9575
C -2.5397 0.6695 1.4967
C -3.2250 0.5789 0.2338
C -4.0244 1.6162 -0.2192
C -4.1955 2.7730 0.5610
C -5.0298 3.8520 0.1149
N -5.6996 4.7588 -0.2043
C -3.5511 2.8737 1.8077
C -2.7508 1.8543 2.2784
O -1.7437 -0.1983 4.6027
O 0.2703 0.6309 3.3770
C 1.1665 -2.0862 3.0931
C 1.8025 -3.3191 3.2199
H 1.6460 -5.3354 3.9716
H -0.6292 -4.9860 4.9425
H -1.7351 -2.7631 4.7497
H -1.6079 -1.3083 1.4534
H -3.0982 -0.3349 -0.3556
H -4.5280 1.5379 -1.1864
H -3.7050 3.7775 2.3999
H -2.2909 1.9449 3.2648
H 1.6591 -1.2503 2.6057
H 2.8066 -3.4458 2.8152
```

As for the net charge: 0. Its LUMO energy is -0.130 hartree.



No. 8
ORCA calculation (wB97M-V/def2-TZVPD) on a structure of composition C29H21F5GeMnN2O4.

Geometry as XYZ:
```
63
Properties=species:S:1:pos:R:3
Mn -1.1210 -1.6086 1.6307
N -1.7671 -3.6508 1.9127
C -2.3669 -3.7834 3.2438
C -1.8895 -2.6819 4.1938
O -2.0193 -2.8910 5.4143
N -1.4100 -1.6032 3.5883
C -0.9640 -0.5622 4.4885
C -0.8252 0.8671 3.9758
O -0.8426 1.7602 4.8204
O -0.6113 1.1615 2.7293
H -2.3363 -4.0378 1.1723
H -0.8578 -4.0991 1.8691
H -2.1646 -4.7495 3.7138
H -3.4500 -3.6817 3.1465
H 0.0243 -0.8112 4.9025
H -1.6277 -0.4905 5.3519
F 1.3396 -4.8987 -4.4172
C 0.8004 -4.2199 -3.3792
C 1.6087 -3.5902 -2.4478
F 2.9444 -3.6496 -2.5993
C 1.0665 -2.8968 -1.3859
F 1.9051 -2.2905 -0.5341
C -0.3311 -2.7663 -1.1887
O -0.8562 -2.0587 -0.2742
C -1.1112 -3.4593 -2.1473
F -2.4535 -3.4064 -2.0452
C -0.5698 -4.1505 -3.2095
F -1.3782 -4.7545 -4.1031
C -0.5731 0.1988 1.5759
Ge 0.0780 1.2532 0.1675
C 1.9998 1.7980 0.3904
C 2.4675 3.1052 0.2713
C 3.8053 3.4219 0.4859
C 4.7119 2.4241 0.8122
C 4.2668 1.1127 0.9339
C 2.9265 0.8124 0.7361
C 0.0063 0.4656 -1.6376
C 1.1540 0.1635 -2.3654
C 1.0803 -0.3849 -3.6431
C -0.1530 -0.6285 -4.2249
C -1.3115 -0.3211 -3.5186
C -1.2272 0.2176 -2.2439
C -0.7758 3.0537 -0.0855
C -1.0850 3.8367 1.0339
C -1.7044 5.0718 0.9021
C -2.0377 5.5613 -0.3557
C -1.7407 4.8018 -1.4775
C -1.1165 3.5666 -1.3366
H 1.7735 3.8972 0.0087
H 4.1390 4.4512 0.4003
H 5.7559 2.6660 0.9800
H 4.9647 0.3248 1.1969
H 2.5756 -0.2066 0.8751
H 2.1283 0.3454 -1.9251
H 1.9912 -0.6329 -4.1774
H -0.2150 -1.0693 -5.2137
H -2.2838 -0.5235 -3.9545
H -2.1374 0.4211 -1.6908
H -0.8515 3.4621 2.0236
H -1.9349 5.6524 1.7889
H -2.5275 6.5237 -0.4586
H -1.9955 5.1690 -2.4666
H -0.8899 2.9924 -2.2297
```

As for the net charge: -2. The multiplicity is 4. The expectation value of S² is 3.80. Its LUMO energy (spin up / spin down) is 0.165 / 0.165 hartree.



Calculated total energy / eV: -221233.5722 -187652.4050 -117821.5970 -81381.2835 -162896.2306 -131868.9986 -71874.5917 -143006.3900
Energy above the lowest of the compared OMol25 structures with the same formula, charge and spin / kJ/mol: 46.01 135.43 16.36 1809.84 0.00 0.00 19.28 0.00